(1)
DFT (wB97M-V/def2-TZVPD) results for a cluster of 2 separate species, C2H11N3O in total in a non-equilibrium geometry.

The energy above the lowest of the compared OMol25 structures with the same formula, charge and spin is 2.439 eV. The strongest force on any atom comes out at 7.59 eV Å⁻¹. The value obtained for the total energy is -321.87672 Ha. As for the HOMO energy (alpha / beta): -13.275 / -12.201 eV. As for the frontier orbital gap (alpha / beta): 10.0069 / 3.1099 eV. As for the expectation value of S²: 0.756. As for the spin multiplicity: 2. The calculation puts the molar mass at 93.1 u. Its net charge is +1.

CARTESIAN COORDINATES (ANGSTROEM)
N -1.771 1.919 -1.255
C -2.361 1.399 -0.015
N -1.504 0.285 0.568
H -0.861 2.108 -1.205
H -2.497 2.286 -1.861
H -3.400 1.014 0.062
H -2.377 2.254 0.657
H -1.451 -0.682 -0.068
H -1.783 -0.132 1.468
N 2.459 -0.136 0.634
C 1.823 -1.446 0.600
O 1.494 -2.095 -0.581
H 2.390 0.364 1.510
H 2.038 0.459 -0.051
H 0.926 -1.511 1.254
H 2.567 -2.189 0.915
H 1.438 -1.402 -1.171


(2)
DFT (wB97M-V/def2-TZVPD) results for a structure of composition C45H47As2IrN2O13Si in a non-equilibrium geometry.

The energy above the lowest of the compared OMol25 structures with the same formula, charge and spin is 0.820 eV. The strongest force on any atom comes out at 3.16 eV Å⁻¹. The value obtained for the total energy is -7695.66057 Ha. As for the HOMO energy (alpha / beta): -8.822 / -10.942 eV. As for the frontier orbital gap (alpha / beta): 6.1777 / 6.5465 eV. As for the expectation value of S²: 8.868. As for the spin multiplicity: 6. The calculation puts the molar mass at 1194.0 u. Its net charge is +1.

CARTESIAN COORDINATES (ANGSTROEM)
Ir -0.778 -0.516 -0.237
O -0.106 1.678 -0.117
C -0.758 2.875 -0.422
C -5.138 4.889 0.811
O -4.664 5.569 0.005
O -5.607 4.281 1.678
C -0.917 2.928 -1.829
C -1.635 3.990 -2.518
C -1.938 3.898 -3.879
C -1.454 2.813 -4.646
C -0.624 1.882 -4.017
C -0.335 1.939 -2.619
C -1.271 3.727 0.641
C -1.149 5.105 0.637
C -1.526 5.896 1.725
C -2.118 5.304 2.835
C -2.228 3.901 2.836
C -1.809 3.087 1.815
H 0.106 1.659 0.830
H -2.118 4.850 -2.003
H -2.560 4.707 -4.343
H -1.629 2.724 -5.706
H -0.097 1.112 -4.555
H 0.290 1.114 -2.235
H -0.785 5.623 -0.259
H -1.398 6.937 1.714
H -2.485 5.900 3.658
H -2.767 3.506 3.700
H -1.952 1.976 1.811
C -3.963 -2.593 1.650
Si -3.277 -0.888 1.879
C -1.855 -0.826 3.024
C -4.574 0.275 2.659
N -2.716 -0.241 0.303
C -3.569 0.107 -0.699
C -5.012 -0.002 -0.527
C -5.853 0.109 -1.643
C -5.312 0.487 -2.891
C -3.931 0.588 -3.067
C -3.056 0.373 -2.041
H -4.563 -2.922 2.537
H -3.205 -3.321 1.610
H -4.538 -2.637 0.725
H -2.270 -1.038 4.027
H -1.352 0.149 3.091
H -1.100 -1.568 2.712
H -4.565 0.107 3.733
H -5.543 0.167 2.221
H -4.302 1.353 2.494
H -5.393 -0.261 0.458
H -6.908 0.013 -1.437
H -5.995 0.711 -3.694
H -3.500 0.910 -4.015
H -1.999 0.340 -2.115
C 4.844 -4.212 1.755
O 3.657 -3.402 1.925
C 3.282 -2.741 0.833
O 3.925 -2.850 -0.195
C 2.091 -1.784 1.020
C 2.493 -0.673 1.865
As 3.888 0.702 1.571
C 5.485 -0.396 1.331
C 3.490 0.943 -0.382
C 2.809 0.215 -1.252
As 1.543 -1.136 -0.714
C 1.710 -2.610 -1.913
C 2.810 0.487 -2.736
O 2.009 -0.098 -3.433
O 3.722 1.341 -3.127
C 3.613 1.828 -4.506
C 4.105 2.293 -0.743
O 3.407 3.205 -1.001
O 5.461 2.342 -0.639
C 6.158 3.606 -0.745
C 1.472 -0.069 2.741
O 0.763 0.809 2.304
O 1.309 -0.421 4.016
C 1.910 -1.659 4.497
H 5.183 -4.452 2.718
H 5.567 -3.698 1.178
H 4.547 -5.073 1.173
H 5.642 -1.030 2.217
H 6.284 0.315 1.312
H 5.535 -1.011 0.450
H 2.741 -2.901 -2.045
H 1.216 -2.287 -2.847
H 1.213 -3.479 -1.501
H 4.335 2.627 -4.624
H 2.591 2.215 -4.686
H 3.751 1.012 -5.215
H 6.962 3.556 0.027
H 5.408 4.374 -0.527
H 6.568 3.707 -1.747
H 1.722 -1.613 5.541
H 2.991 -1.705 4.261
H 1.392 -2.557 4.041
O 0.950 -2.376 1.638
C 0.070 -3.091 0.806
N -0.869 -2.509 0.056
C -1.473 -3.537 -0.684
O -2.467 -3.380 -1.451
C -0.760 -4.760 -0.336
C -0.904 -6.025 -0.884
C -0.011 -7.011 -0.453
C 0.916 -6.729 0.570
C 1.039 -5.440 1.138
C 0.137 -4.487 0.668
H -1.662 -6.238 -1.607
H 0.001 -8.012 -0.875
H 1.528 -7.560 0.952
H 1.704 -5.304 1.960


(3)
DFT (wB97M-V/def2-TZVPD) results for an isolated molecule of C6H12O.

The energy above the lowest of the compared OMol25 structures with the same formula, charge and spin is 1.345 eV. The SMILES is CC(C)[C@H]1O[C@H]1C. The strongest force on any atom comes out at 0.99 eV Å⁻¹. The value obtained for the total energy is -311.00983 Ha. As for the HOMO energy: -9.965 eV. As for the frontier orbital gap: 11.0683 eV. The calculation puts the molar mass at 100.2 u.

CARTESIAN COORDINATES (ANGSTROEM)
C 1.677 -1.538 0.044
C 0.446 -0.685 0.352
C 0.400 -0.239 1.813
C 0.466 0.515 -0.554
O 0.052 0.309 -1.900
C -0.699 1.206 -1.085
C -2.181 0.981 -0.874
H 1.697 -2.444 0.657
H 1.691 -1.831 -1.012
H 2.596 -0.971 0.246
H -0.455 -1.270 0.124
H 1.262 0.395 2.056
H 0.422 -1.102 2.485
H -0.510 0.336 2.028
H 1.342 1.163 -0.448
H -0.526 2.241 -1.370
H -2.596 0.018 -1.182
H -2.559 1.745 -1.537
H -2.524 1.171 0.156


(4)
DFT (wB97M-V/def2-TZVPD) results for a structure of composition C4H6LaO7 in a non-equilibrium geometry.

The strongest force on any atom comes out at 2.60 eV Å⁻¹. The value obtained for the total energy is -713.68717 Ha. As for the HOMO energy (alpha / beta): -13.695 / -17.054 eV. As for the frontier orbital gap (alpha / beta): 5.8969 / 9.2896 eV. As for the expectation value of S²: 0.751. As for the spin multiplicity: 2. The calculation puts the molar mass at 305.0 u. Its net charge is +2.

CARTESIAN COORDINATES (ANGSTROEM)
O -1.276 0.870 -0.425
C -0.211 0.813 0.418
C 1.108 0.612 -0.336
O 1.660 1.943 -0.488
C 1.083 2.741 0.337
O 0.049 2.307 0.931
O 1.436 3.966 0.316
H -2.105 0.979 0.057
H -0.303 0.336 1.396
H 0.953 0.208 -1.339
H 1.828 0.014 0.228
H 0.723 4.570 0.583
O 0.646 -3.420 -0.638
C -0.652 -3.218 -0.506
O -1.109 -2.298 0.246
O -1.438 -4.003 -1.089
La -3.532 -3.592 0.346
H 1.137 -2.829 -0.037


(5)
DFT (wB97M-V/def2-TZVPD) results for a cluster of 10 separate species, C5H32N2O10 in total in a non-equilibrium geometry.

The energy above the lowest of the compared OMol25 structures with the same formula, charge and spin is 4.639 eV. The SMILES is CN[C@H](CN)CCO.O.O.O.O.O.O.O.O.O. The strongest force on any atom comes out at 4.60 eV Å⁻¹. The value obtained for the total energy is -1071.50896 Ha. As for the HOMO energy: -8.777 eV. As for the frontier orbital gap: 8.9001 eV. The calculation puts the molar mass at 280.3 u.

CARTESIAN COORDINATES (ANGSTROEM)
C 0.184 0.547 -4.139
N 1.188 1.282 -3.289
C 1.110 1.383 -1.775
C -0.049 2.309 -1.443
N -1.215 1.728 -0.735
C 2.484 2.062 -1.419
C 2.996 1.839 -0.068
O 1.988 2.390 0.953
H 0.826 -0.139 -4.640
H -0.325 1.170 -4.824
H -0.637 -0.023 -3.698
H 1.218 2.235 -3.589
H 1.117 0.413 -1.248
H 0.323 3.139 -0.830
H -0.390 2.798 -2.335
H -1.421 0.805 -1.110
H -0.828 1.582 0.189
H 2.481 3.194 -1.601
H 3.179 1.605 -2.148
H 3.102 0.822 0.324
H 3.929 2.340 0.272
H 1.023 2.091 0.839
O -0.052 -3.975 -1.522
H 0.240 -3.722 -0.630
H 0.040 -3.208 -2.078
O -3.787 -1.327 -0.475
H -4.040 -2.055 0.048
H -4.227 -0.533 -0.224
O -0.009 0.989 2.787
H -0.909 0.738 2.949
H 0.759 0.432 2.920
O 0.967 -1.775 3.711
H 0.309 -1.431 3.126
H 1.165 -2.688 3.435
O -3.143 1.220 2.164
H -3.553 2.065 1.878
H -2.504 1.142 1.473
O -2.234 -1.148 3.021
H -1.831 -1.343 3.928
H -3.004 -0.617 3.264
O 2.241 -1.661 -0.935
H 2.724 -0.838 -1.120
H 2.299 -1.984 -1.861
O -1.344 -0.933 -0.007
H -2.173 -0.757 0.443
H -1.694 -1.550 -0.620
O 0.546 -2.681 1.136
H 1.399 -2.422 0.748
H 0.126 -1.793 1.195


(6)
DFT (wB97M-V/def2-TZVPD) results for a cluster of 2 separate species, C23H32N3O7 in total in a non-equilibrium geometry.

The energy above the lowest of the compared OMol25 structures with the same formula, charge and spin is 0.000 eV. The strongest force on any atom comes out at 4.02 eV Å⁻¹. The value obtained for the total energy is -1586.58632 Ha. As for the HOMO energy: -2.918 eV. As for the frontier orbital gap: 3.7389 eV. The calculation puts the molar mass at 462.5 u. Its net charge is -1.

CARTESIAN COORDINATES (ANGSTROEM)
C 2.425 -3.733 -3.093
C 1.315 -4.003 -2.119
O 1.323 -2.930 -1.173
C 0.278 -3.025 -0.330
C 0.285 -2.079 0.762
C -0.812 -2.133 1.791
C -0.603 -3.308 2.748
C -2.186 -2.248 1.131
C 1.437 -1.215 0.926
O 2.334 -0.942 0.142
O 1.397 -0.697 2.188
C 2.579 0.024 2.604
C 3.760 -0.880 2.844
O -0.585 -3.896 -0.507
H 2.497 -4.569 -3.791
H 2.231 -2.829 -3.675
H 3.392 -3.614 -2.600
H 0.350 -4.041 -2.642
H 1.480 -4.952 -1.588
H -0.743 -1.186 2.345
H 0.369 -3.220 3.247
H -1.394 -3.325 3.508
H -0.631 -4.240 2.169
H -2.344 -1.385 0.476
H -2.202 -3.166 0.535
H -2.969 -2.267 1.896
H 2.831 0.755 1.827
H 2.251 0.542 3.508
H 4.622 -0.262 3.098
H 3.577 -1.576 3.668
H 3.992 -1.434 1.929
C 4.939 -6.021 5.835
C 4.424 -4.637 6.147
O 2.976 -4.681 6.128
C 2.395 -3.468 6.401
C 0.942 -3.547 6.415
C 0.173 -2.421 6.549
C -1.319 -2.479 6.503
N 0.817 -1.227 6.772
N 0.494 -0.267 5.989
C 0.957 1.025 6.397
N 1.521 1.090 7.642
C 1.999 2.244 8.268
C 2.487 2.156 9.588
C 3.021 3.287 10.211
C 3.067 4.515 9.532
C 2.564 4.606 8.228
C 2.022 3.479 7.597
O 0.786 1.929 5.578
O 3.078 -2.460 6.585
H 6.032 -6.009 5.850
H 4.603 -6.757 6.571
H 4.622 -6.361 4.844
H 4.764 -4.319 7.143
H 4.777 -3.920 5.391
H 0.470 -4.514 6.279
H -1.641 -3.505 6.291
H -1.760 -2.182 7.467
H -1.725 -1.817 5.725
H 1.568 0.184 8.106
H 2.445 1.197 10.112
H 3.407 3.208 11.228
H 3.495 5.394 10.021
H 2.594 5.555 7.691
H 1.624 3.539 6.586


Q: What is the strongest force on any atom in the fourth record?
A: 2.60 eV Å⁻¹